(1)
Here is a cluster of 2 separate species, C6H19N2O2Si in total from the OMol25 dataset. Energies are from ωB97M-V with the def2-TZVPD basis set.

Element x y z (Å)
C: 2.07 -2.15 1.78
C: 2.25 2.42 -1.92
C: 0.58 2.66 1.97
C: 0.62 -1.65 1.78
C: 1.47 1.16 -1.80
C: -3.08 -1.48 -0.47
N: -2.40 -0.17 -0.73
N: -3.73 -1.94 -1.71
O: 0.59 -0.21 1.76
O: 0.83 0.94 -0.56
Si: 0.54 1.14 0.99
H: 2.44 -1.47 1.03
H: 2.54 -2.24 2.71
H: 2.11 -3.17 1.44
H: 3.11 2.47 -1.40
H: 2.58 2.55 -2.96
H: 1.58 3.20 -1.62
H: -0.34 3.07 2.20
H: -3.94 -1.22 0.27
H: 1.12 3.29 1.40
H: -0.21 -2.00 2.53
H: 0.11 -2.01 0.89
H: 1.90 0.26 -2.16
H: 0.61 1.42 -2.38
H: -2.43 -2.18 0.04
H: -1.44 -0.33 -0.94
H: -2.86 0.12 -1.56
H: 1.06 2.64 2.96
H: -3.14 -2.56 -2.18
H: -4.56 -2.54 -1.36

Summary:
⟨S²⟩ = 2.007
E_tot = -21471.4040 eV
Net charge = +1
2S+1 = 3


(2)
Here is a structure of composition C6H19N3O2PRb from the OMol25 dataset. Energies are from ωB97M-V with the def2-TZVPD basis set.

Element x y z (Å)
Rb: 1.83 -14.99 -10.87
O: 3.30 -12.91 -12.11
H: 2.67 -12.42 -11.55
O: 0.04 -17.67 -10.58
P: -0.95 -18.39 -11.47
N: -0.41 -19.93 -12.18
C: 0.95 -20.40 -11.90
C: -1.25 -20.71 -13.11
N: -1.44 -17.41 -12.78
C: -2.69 -17.69 -13.59
C: -0.26 -16.88 -13.56
N: -2.38 -18.75 -10.62
C: -3.23 -19.87 -10.98
C: -2.92 -17.79 -9.64
H: 1.03 -21.42 -11.54
H: 1.44 -19.80 -11.13
H: 1.58 -20.32 -12.79
H: -1.49 -21.72 -12.79
H: -0.77 -20.86 -14.08
H: -2.12 -20.17 -13.48
H: -3.01 -16.91 -14.28
H: -2.55 -18.48 -14.33
H: -3.46 -17.91 -12.85
H: 0.57 -16.53 -12.93
H: 0.10 -17.61 -14.28
H: -0.48 -16.10 -14.28
H: -2.66 -20.74 -10.67
H: -4.15 -19.66 -10.44
H: -3.26 -19.94 -12.07
H: -2.88 -18.23 -8.65
H: -3.88 -17.37 -9.95
H: -2.24 -16.95 -9.57

Summary:
⟨S²⟩ = 0.753
E_tot = -25032.3703 eV
Net charge = +1
2S+1 = 2
Energy above the lowest of the compared OMol25 structures with the same formula, charge and spin = 0.0 kcal/mol


(3)
Here is a structure of composition C6H19N5O3Sn from the OMol25 dataset. Energies are from ωB97M-V with the def2-TZVPD basis set.

Element x y z (Å)
Sn: -1.03 -2.15 -0.38
C: 0.36 1.41 -2.84
C: -0.54 1.31 -1.68
C: -1.12 2.70 -1.25
O: -0.15 3.59 -0.73
C: -0.68 4.17 0.55
N: -1.58 0.46 -2.09
H: -0.13 1.70 -3.77
H: 0.77 0.41 -2.99
H: 1.17 2.13 -2.82
H: -0.15 0.89 -0.75
H: -1.93 2.60 -0.52
H: -1.72 3.11 -2.07
H: -1.70 4.56 0.50
H: -0.14 5.09 0.77
H: -0.57 3.42 1.34
H: -2.09 0.87 -2.85
H: -2.28 0.36 -1.38
C: -0.50 0.26 2.61
O: -0.18 -0.76 2.01
N: 0.31 1.01 3.31
N: -1.67 0.86 2.59
H: -0.16 1.76 3.80
H: 1.16 0.67 3.73
H: -2.35 0.49 1.95
H: -1.96 1.53 3.29
C: 1.85 -5.11 -0.03
O: 0.78 -4.51 -0.04
N: 2.23 -5.97 -0.90
N: 2.84 -4.85 0.77
H: 1.45 -6.28 -1.46
H: 3.19 -6.28 -0.77
H: 3.69 -5.39 0.71
H: 2.82 -4.07 1.42

Summary:
E_tot = -25936.9327 eV
Net charge = +2
2S+1 = 1
Energy above the lowest of the compared OMol25 structures with the same formula, charge and spin = 6.7 kcal/mol


(4)
Here is a cluster of 4 separate species, C6H19NO4 in total from the OMol25 dataset. Energies are from ωB97M-V with the def2-TZVPD basis set.

Element x y z (Å)
C: 2.41 0.97 -0.62
C: 1.71 -0.32 -0.18
N: 0.43 -0.08 0.51
C: 0.54 0.57 1.81
C: -0.38 -1.33 0.59
C: -1.82 -1.21 0.06
C: -0.40 -2.00 1.95
O: -1.41 -2.40 2.46
H: 3.42 0.68 -0.91
H: 2.45 1.67 0.20
H: 1.84 1.50 -1.39
H: 2.43 -0.88 0.44
H: 1.51 -0.96 -1.04
H: 1.48 1.08 2.00
H: 0.30 -0.02 2.70
H: -0.20 1.38 1.91
H: 0.09 -2.05 -0.08
H: -2.10 -2.15 -0.41
H: -2.52 -0.89 0.84
H: -1.88 -0.46 -0.73
H: 0.58 -2.21 2.41
O: -0.59 1.00 -2.01
H: -0.47 0.92 -1.04
H: -0.80 1.90 -2.27
O: -0.28 -1.53 -3.26
H: -0.58 -0.72 -2.81
H: 0.37 -1.16 -3.87
O: -2.12 2.63 1.16
H: -2.35 3.57 1.22
H: -1.63 2.51 0.33

Summary:
E_tot = -16209.2803 eV
2S+1 = 1
Energy above the lowest of the compared OMol25 structures with the same formula, charge and spin = 49.5 kcal/mol


(5)
Here is a cluster of 6 separate species, C6H19NO5 in total from the OMol25 dataset. Energies are from ωB97M-V with the def2-TZVPD basis set.

Element x y z (Å)
C: -0.54 -0.18 -2.66
C: -1.38 0.13 -1.45
C: -2.69 0.52 -1.44
N: -3.09 0.54 -0.11
C: -2.05 0.26 0.70
C: -2.14 -0.11 2.16
C: -0.95 -0.06 -0.09
H: -0.31 -1.25 -2.73
H: -1.03 0.34 -3.48
H: 0.47 0.20 -2.46
H: -3.33 0.85 -2.24
H: -3.97 0.83 0.29
H: -1.42 0.28 2.88
H: -3.16 0.14 2.46
H: -2.08 -1.21 2.15
H: 0.07 -0.23 0.19
O: 2.66 1.29 1.13
H: 3.04 0.49 1.53
H: 2.45 1.80 1.92
O: -0.10 3.08 -0.17
H: 0.38 2.39 -0.63
H: 0.13 3.06 0.76
O: 3.30 -1.96 1.14
H: 3.75 -1.46 0.45
H: 2.39 -1.95 0.79
O: 0.62 -2.88 1.22
H: 0.10 -2.22 0.75
H: 0.05 -3.67 1.20
O: 3.10 -0.02 -1.52
H: 2.87 0.72 -2.10
H: 2.84 0.30 -0.65

Summary:
E_tot = -18257.4272 eV
2S+1 = 1
Energy above the lowest of the compared OMol25 structures with the same formula, charge and spin = 22.8 kcal/mol


(6)
Here is a structure of composition C6H20AsBInN3S from the OMol25 dataset. Energies are from ωB97M-V with the def2-TZVPD basis set.

Element x y z (Å)
In: 0.43 0.56 0.37
N: 2.64 0.34 0.38
C: 3.08 -0.07 1.76
C: 2.20 0.62 2.79
N: 0.80 0.18 2.58
H: 3.05 -0.27 -0.31
H: 3.00 1.27 0.18
H: 4.13 0.20 1.90
H: 2.99 -1.15 1.83
H: 2.23 1.71 2.64
H: 2.55 0.41 3.80
H: 0.15 0.75 3.13
H: 0.67 -0.78 2.90
B: 0.91 4.97 -0.61
C: 0.61 3.63 0.04
N: 0.38 2.59 0.54
H: 0.30 5.78 0.03
H: 2.11 5.10 -0.56
H: 0.49 4.84 -1.74
C: -1.74 -1.29 -3.02
As: -2.20 -1.87 -1.25
C: -4.09 -2.14 -1.12
C: -1.28 -3.50 -0.84
S: -1.81 -0.31 0.23
H: -2.15 -2.01 -3.73
H: -0.66 -1.25 -3.13
H: -2.18 -0.31 -3.19
H: -4.36 -2.92 -1.84
H: -4.60 -1.21 -1.36
H: -4.33 -2.47 -0.11
H: -1.59 -4.26 -1.56
H: -1.55 -3.82 0.17
H: -0.20 -3.35 -0.91

Summary:
E_tot = -88525.3928 eV
Net charge = +2
2S+1 = 1
Energy above the lowest of the compared OMol25 structures with the same formula, charge and spin = 0.0 kcal/mol


Maximum force / eV/Å: 4.3, 2.6, 4.0, 1.8, 3.0, 0.8